The following is a quantum chemistry calculation of C23H57MoO6PSi3 as an isolated structure, from OMol25.

Each line ends with the Löwdin charge.
Element x y z (Å)
C  2.3327  1.4841  3.5546  -0.17
H  -1.9951  -0.5935  5.3620  0.06
H  -1.3762  -0.7908  -4.1394  0.08
H  -3.7476  -1.0451  0.5606  0.10
O  -1.9276  0.2665  -0.7182  -0.37
Si  -0.8485  1.8250  1.8662  0.36
H  1.9935  -1.0742  -1.6131  0.06
H  -1.1365  -4.1390  -1.2780  0.14
H  1.4818  1.7373  4.1755  0.01
H  -1.6580  2.0801  -5.2136  0.07
C  1.7433  3.0171  -2.7445  -0.14
H  1.0808  0.0729  -5.3626  0.08
H  -0.9254  3.9663  2.9087  0.06
H  -0.3327  2.9440  -3.3453  0.08
H  1.5616  2.9466  -1.6761  0.02
C  1.8766  -2.0748  -1.2010  -0.15
O  -0.3862  2.3160  0.3346  -0.36
H  -3.6645  -2.6498  1.3542  0.13
H  -2.7076  -1.2988  1.9952  0.04
C  -1.4449  -3.2228  -1.7905  -0.12
H  0.2042  4.3106  0.4873  0.10
H  -0.3051  3.7683  -1.1182  0.07
H  -1.7941  0.9604  4.5870  0.03
H  0.5242  -3.7924  0.5766  0.10
C  -0.5102  3.6888  -0.0539  -0.10
H  -1.1614  -3.0697  2.1943  0.00
O  -0.3571  -2.2914  -1.7817  -0.25
C  0.5972  2.3982  -3.5360  -0.39
O  1.2629  -1.8954  0.0999  -0.41
H  2.6948  2.5259  -2.9441  0.06
H  1.1264  -2.8009  1.9275  0.06
H  1.8267  -1.4049  4.4320  0.02
H  1.0182  -0.1180  5.3281  0.04
C  -0.2642  3.1083  3.0734  -0.14
H  2.8194  2.4163  3.2596  0.06
H  -2.5159  0.6579  -5.7828  0.08
C  -3.1104  -1.7484  1.0970  -0.03
P  0.2581  0.6271  -3.1594  0.97
C  3.1853  -0.9758  2.1204  -0.16
H  -0.2616  -3.3946  3.6657  0.05
H  3.2088  -0.2191  -3.1546  0.06
C  0.9163  -2.8928  -2.0286  -0.14
O  -1.9970  -2.1297  0.2424  -0.32
C  0.0068  0.0468  1.8846  -0.53
H  3.4242  -1.4062  1.1511  0.03
H  -3.3732  -3.2353  -0.8476  0.16
H  -1.9423  -2.9206  3.7627  0.06
Mo  -0.4301  -0.5349  0.0099  1.75
C  -1.9342  -0.1006  4.3865  -0.17
C  -2.7129  1.8279  1.9598  -0.13
C  2.8637  0.0020  -4.1679  -0.13
H  -1.5182  4.0659  0.1395  0.09
Si  1.9838  0.4635  2.0220  0.49
H  1.1275  -1.3004  -4.2999  0.06
C  2.5366  1.3646  0.4832  -0.17
H  2.9910  -1.7734  2.8325  0.03
H  -2.9291  -1.6705  -1.5580  0.13
H  -2.1682  0.5216  -3.3237  0.05
H  -3.0794  2.6289  1.3097  0.06
C  -1.0127  -2.7407  3.2176  -0.17
H  1.1727  -2.8690  -3.0873  0.13
H  -2.5284  2.1709  -1.0834  0.14
H  3.1253  1.0378  -4.3777  0.07
C  -2.5471  -2.5505  -1.0372  -0.13
H  -3.2191  0.9143  1.6620  0.02
H  4.1003  -0.4798  2.4630  0.06
H  1.8618  4.0700  -3.0009  0.09
C  -1.5828  1.0006  -5.3373  -0.12
C  -2.9112  1.1451  -1.0536  -0.40
C  -1.3478  0.2962  -4.0019  -0.40
H  2.2498  0.8483  -0.4415  0.00
C  1.3001  -3.0997  0.9014  -0.02
H  -2.9023  -0.2342  3.9043  0.04
H  0.8958  -3.9354  -1.7026  0.14
H  0.7774  2.4954  -4.6100  0.09
H  -3.0431  2.0814  2.9663  0.05
H  3.6301  1.3892  0.4988  0.06
C  0.8615  -1.0469  4.7839  -0.17
H  2.8545  -2.5403  -1.0758  0.15
H  -0.7878  0.8012  -6.0550  0.07
H  0.4991  -1.7820  5.5094  0.06
H  0.7578  3.4426  2.9126  0.04
H  2.1726  2.3847  0.4077  0.03
H  -0.3787  2.8292  4.1200  0.05
C  1.3686  -0.2362  -4.3548  -0.39
H  3.0390  0.9325  4.1767  0.05
Si  -0.5076  -0.9439  3.5141  0.46
H  2.2870  -3.5489  0.8056  0.12
H  -1.7362  -3.4651  -2.8134  0.15
O  -4.0192  0.7765  -1.2634  0.14
H  3.4398  -0.6184  -4.8535  0.08

As for the net charge: +2. The calculation puts the LUMO energy (spin up / spin down) at -7.40 / -6.85 eV. For the gap between HOMO and LUMO (spin up / spin down), the calculation gives 6.400 / 7.289 eV. As for the energy relative to the best compared isomer or geometry (same formula, charge and spin): 79.1 kJ/mol. As for the multiplicity: 3.